# C5H12N2

A cluster of 2 separate species, C5H12N2 in total (ωB97M-V/def2-TZVPD, the Open Molecules 2025 dataset).

Geometry as XYZ:
```
19
Properties=species:S:1:pos:R:3:lowdin_charge:R:1
C -1.13 -2.28 0.58 -0.02
C -0.38 -1.53 1.38 -0.28
N -0.84 -0.59 2.29 -0.10
C -0.02 0.60 2.50 -0.11
H -2.20 -2.20 0.51 0.04
H -0.64 -3.04 -0.01 0.04
H 0.69 -1.68 1.40 0.11
H -1.81 -0.38 2.16 0.12
H -0.40 1.15 3.35 0.08
H 1.00 0.30 2.74 0.08
H 0.01 1.26 1.63 0.06
C 0.78 0.98 -3.61 -0.09
N 0.75 1.77 -2.63 -0.09
C 0.66 1.19 -1.31 -0.16
H 0.86 1.40 -4.61 0.06
H 0.80 -0.10 -3.50 0.07
H 1.50 1.51 -0.69 0.07
H 0.63 0.09 -1.34 0.06
H -0.25 1.56 -0.84 0.07
```

The calculation puts the strongest force on any atom at 0.0075 Eh/bohr. The total energy is -8358.0010 eV. The frontier orbital gap is 9.2848 eV. For the energy above the lowest of the compared OMol25 structures with the same formula, charge and spin, the calculation gives 206.0 kJ/mol. The structure (SMILES) is C=CNC.C=NC.

=====

# C5H12N2

A cluster of 2 separate species, C5H12N2 in total in a non-equilibrium geometry (ωB97M-V/def2-TZVPD, the Open Molecules 2025 dataset).

Geometry as XYZ:
```
19
Properties=species:S:1:pos:R:3:lowdin_charge:R:1
C 1.12 1.51 0.75 -0.15
N 1.16 0.08 0.49 -0.07
C 2.20 -0.65 0.43 -0.26
N 3.52 -0.14 0.22 0.06
H 0.57 1.61 1.74 0.09
H 0.53 2.06 -0.01 0.08
H 2.13 1.93 0.90 0.05
H 2.01 -1.73 0.22 0.12
H 4.07 -0.55 -0.49 0.05
H 3.83 0.75 0.59 0.07
C -2.27 0.38 0.50 -0.02
C -2.84 -0.36 -0.46 -0.26
C -2.14 -1.38 -1.31 -0.13
H -2.88 1.15 0.99 0.05
H -1.20 0.42 0.70 0.00
H -3.95 -0.20 -0.60 0.10
H -2.10 -1.09 -2.41 0.09
H -1.10 -1.45 -0.93 0.06
H -2.65 -2.36 -1.34 0.07
```

The calculation puts the strongest force on any atom at 0.0550 Eh/bohr. The total energy is -8357.9343 eV. The frontier orbital gap is 9.8809 eV. For the energy above the lowest of the compared OMol25 structures with the same formula, charge and spin, the calculation gives 212.5 kJ/mol. The structure (SMILES) is C/N=C\N.C=CC.

=====

# C5H12N2

The molecule C5H12N2 in a non-equilibrium geometry (ωB97M-V/def2-TZVPD, the Open Molecules 2025 dataset).

Geometry as XYZ:
```
19
Properties=species:S:1:pos:R:3:lowdin_charge:R:1
C -2.01 0.42 -2.46 -0.01
C -0.90 0.62 -1.76 -0.19
C -0.94 1.31 -0.39 -0.19
C -0.22 0.56 0.75 -0.24
N 1.09 0.08 0.30 -0.08
C 1.87 -0.64 1.30 -0.31
N 1.13 -1.79 1.86 -0.01
H -2.05 0.01 -3.46 0.05
H -2.97 0.54 -1.96 0.06
H 0.03 0.25 -2.14 0.08
H -2.02 1.28 -0.21 0.10
H -0.55 2.33 -0.42 0.11
H -0.92 -0.19 1.15 0.11
H -0.04 1.28 1.54 0.11
H 1.01 -0.44 -0.56 0.07
H 1.93 0.09 2.11 0.11
H 2.79 -0.91 0.80 0.11
H 0.97 -2.48 1.12 0.06
H 1.80 -2.33 2.41 0.06
```

The calculation puts the strongest force on any atom at 0.0364 Eh/bohr. The total energy is -8358.4889 eV. The frontier orbital gap is 9.9824 eV. For the energy above the lowest of the compared OMol25 structures with the same formula, charge and spin, the calculation gives 158.9 kJ/mol. The structure (SMILES) is C=CCCNCN.

=====

# C5H12N2

The molecule C5H12N2 in a non-equilibrium geometry (ωB97M-V/def2-TZVPD, the Open Molecules 2025 dataset).

Geometry as XYZ:
```
19
Properties=species:S:1:pos:R:3:lowdin_charge:R:1
C -1.54 -1.83 -1.21 -0.11
C -0.48 -1.51 -0.06 -0.14
C 0.63 -0.69 -0.68 -0.24
C 0.45 0.98 -0.78 -0.24
N 0.91 2.00 0.13 0.02
C 0.93 1.75 1.57 -0.29
N -0.21 0.85 1.95 0.03
H -1.26 -2.70 -1.94 0.10
H -2.67 -1.88 -1.02 0.08
H -1.23 -0.88 -1.67 0.02
H -0.05 -2.27 0.51 0.05
H -0.45 0.06 1.31 0.03
H 1.07 -0.90 -1.74 0.15
H 1.58 -0.72 -0.14 0.09
H 1.10 1.19 -1.74 0.12
H -0.63 1.08 -0.83 0.12
H 1.94 1.48 1.82 0.10
H 0.85 2.76 2.05 0.11
H -0.94 1.22 2.47 0.02
```

The calculation puts the strongest force on any atom at 0.0929 Eh/bohr. The total energy is -8351.8513 eV. The frontier orbital gap is 4.8465 eV. For the energy above the lowest of the compared OMol25 structures with the same formula, charge and spin, the calculation gives 799.4 kJ/mol.

=====

Summary of E_LUMO in eV
1.05; 0.93; 1.09; -2.25
(order as listed above)